Computed, not measured: the molecule C5H7F at a distorted geometry, with the ωB97M-V functional and the def2-TZVPD basis.

Each line ends with the natural charge from an NBO analysis.
Cartesian coordinates (Å):
C 1.86313 0.98874 -0.04789  -0.489
C 1.17387 -0.16696 0.07447  0.420
F 1.87369 -1.34429 0.05405  -0.350
C -0.20621 -0.36159 0.55182  -0.311
C -1.15821 -0.88443 -0.42365  -0.405
C -1.44090 0.43351 0.11441  -0.407
H 2.90298 1.10050 -0.43194  0.219
H 1.26609 1.82933 -0.11624  0.202
H -0.30303 -0.91738 1.51020  0.234
H -0.73003 -0.73052 -1.41272  0.214
H -1.66153 -1.85355 -0.24619  0.223
H -2.08617 0.61872 0.96537  0.222
H -1.49368 1.28791 -0.59171  0.228

2S+1: 1
Gap between HOMO and LUMO (eV): 10.579
Calculated total energy (a.u.): -294.50284
F_max (eV/Å): 2.8
E_HOMO (eV): -9.46
Energy relative to the best compared isomer or geometry (same formula, charge and spin) (eV): 1.380
SMILES string: C=C(F)C1CC1

=====

Computed, not measured: a structure of composition C22H47ClN6O8S at a distorted geometry, with the ωB97M-V functional and the def2-TZVPD basis.

Each line ends with the Mulliken charge.
Cartesian coordinates (Å):
C 1.33568 -1.73720 -1.08516  -0.659
C 0.37409 -2.11123 -2.25257  -0.516
N -0.83339 -1.27612 -2.30786  0.399
C -1.81343 -1.67832 -1.38402  -1.738
O -2.34895 -3.03885 -1.51273  -0.465
S -3.44607 -3.12675 -0.30711  1.305
O -2.77032 -3.80182 0.75971  -0.673
O -4.64961 -3.77779 -0.70391  -0.596
O -3.66026 -1.55274 0.00140  -0.418
C -2.93844 -0.73523 -1.00150  2.352
C -2.60441 0.57344 -0.20843  -2.129
C -1.13594 0.84901 0.08927  0.278
C -0.68725 0.66335 1.52963  -1.692
N -0.28268 1.25328 -0.75171  -0.482
C -3.95469 -0.31198 -2.08757  0.112
Cl -4.18812 -1.56447 -3.36907  -0.177
C -5.28678 0.20750 -1.53496  -0.343
C -6.33394 -0.88027 -1.16612  -1.153
H 1.56719 -2.64431 -0.52337  0.382
H 2.28310 -1.32429 -1.42867  0.357
H 0.83484 -1.08225 -0.37555  -0.065
H 0.15813 -3.18060 -2.13569  0.245
H 0.94560 -2.00726 -3.17250  0.356
H -1.16762 -1.30236 -3.26910  0.368
H -1.24443 -1.76693 -0.43822  0.390
H -3.19151 0.53788 0.70588  0.452
H -3.01088 1.41772 -0.76649  0.406
H 0.10875 1.38929 1.70898  0.431
H -0.32712 -0.34920 1.72681  0.294
H -1.49578 0.93210 2.21534  0.421
H -0.75431 1.33799 -1.65759  0.390
H -3.48224 0.51800 -2.61806  0.623
H -5.72491 0.81573 -2.33271  0.542
H -5.16782 0.87367 -0.67793  0.051
H -6.39907 -0.94341 -0.07616  0.310
H -6.09698 -1.87418 -1.53794  0.252
H -7.31313 -0.53535 -1.50275  0.352
C -2.62842 4.63911 0.07580  -1.154
C -3.88954 4.12177 0.72436  0.826
O -4.04667 2.93589 0.97917  -0.605
N -4.86037 5.02162 1.02275  -0.200
C -4.85625 6.45548 0.79882  -0.873
H -1.95261 3.80534 -0.09832  0.125
H -2.85763 5.10878 -0.88181  0.356
H -2.13185 5.35785 0.72855  0.435
H -5.67256 4.60774 1.45340  0.247
H -4.97315 6.97028 1.75378  0.291
H -5.69495 6.72266 0.15390  0.290
H -3.93309 6.78106 0.33204  0.331
C 4.65333 -0.23297 2.32728  -1.352
C 4.38226 -1.40276 1.41761  0.781
O 3.24850 -1.78718 1.17310  -0.616
N 5.45410 -2.03617 0.86735  -0.167
C 6.86132 -1.73052 1.04047  -0.891
H 3.70715 0.16091 2.68596  0.232
H 5.24133 -0.55447 3.18728  0.414
H 5.17875 0.55764 1.78846  0.432
H 5.20174 -2.80909 0.27169  0.248
H 7.30475 -1.50332 0.06889  0.290
H 7.37132 -2.59889 1.46144  0.289
H 7.00309 -0.88265 1.70165  0.348
C 2.37018 0.96265 -4.28297  -1.042
C 2.00095 -0.15609 -5.22628  0.786
O 1.12629 -0.96496 -4.95434  -0.667
N 2.67621 -0.24325 -6.40153  -0.193
C 3.73653 0.61588 -6.89356  -0.855
H 1.74638 0.89500 -3.39475  0.040
H 3.41508 0.87747 -3.98157  0.357
H 2.20116 1.93103 -4.75610  0.404
H 2.37759 -1.01303 -6.97988  0.249
H 3.42780 1.06582 -7.83874  0.281
H 4.63351 0.01923 -7.06838  0.286
H 3.96821 1.40399 -6.18547  0.329
C 3.20302 -0.83443 7.44632  -1.362
C 3.66148 -1.28686 6.08156  0.859
O 4.66307 -0.83046 5.54948  -0.630
N 2.91732 -2.22869 5.44734  -0.093
C 1.70737 -2.88223 5.91108  -0.868
H 3.89540 -0.08484 7.81773  0.307
H 2.20793 -0.39194 7.38662  0.354
H 3.19120 -1.67434 8.14197  0.368
H 3.27695 -2.48285 4.53953  0.146
H 1.87313 -3.95981 5.95473  0.299
H 0.89775 -2.68300 5.20742  0.271
H 1.41759 -2.52842 6.89466  0.336

2S+1: 1
Gap between HOMO and LUMO (eV): 9.676
Calculated total energy (a.u.): -2655.31833
F_max (eV/Å): 2.9
E_HOMO (eV): -9.15

=====

Computed, not measured: a cluster of 2 separate species, C2N6O2 in total at a distorted geometry, with the ωB97M-V functional and the def2-TZVPD basis.

Each line ends with the natural charge from an NBO analysis.
Cartesian coordinates (Å):
C 1.32504 -0.73467 -1.02062  0.380
C -0.59557 0.52904 1.35150  0.322
N 2.41531 -0.44775 -1.23012  -0.320
N -1.10609 -0.32247 1.91401  -0.221
N -1.69596 -2.30511 -1.25175  0.035
N -0.77473 -1.70705 -1.05031  0.299
N 0.09337 -0.97719 -0.68165  -0.388
N -0.02097 1.69587 0.78541  0.473
O -0.10836 1.82487 -0.40931  -0.296
O 0.46794 2.44446 1.59285  -0.282

2S+1: 1
Gap between HOMO and LUMO (eV): 9.230
Calculated total energy (a.u.): -554.97342
F_max (eV/Å): 2.4
E_HOMO (eV): -10.97
Energy relative to the best compared isomer or geometry (same formula, charge and spin) (eV): 3.020

=====

Computed, not measured: a cluster of 8 separate species, C30H39Cl2F21O14 in total at a distorted geometry, with the ωB97M-V functional and the def2-TZVPD basis.

Each line ends with the Mulliken charge.
Cartesian coordinates (Å):
C -5.68512 1.12354 1.29550  -1.061
C -5.23877 -0.19021 1.81320  -0.257
O -4.85731 -1.11236 0.82751  -0.242
C -5.65790 -2.01109 0.22915  0.355
O -6.85302 -2.20821 0.52841  -0.547
C -4.95037 -2.88169 -0.89312  0.875
F -3.60568 -2.85031 -0.74866  -0.224
F -5.35831 -4.09156 -0.77613  -0.241
F -5.30285 -2.48759 -2.07895  -0.248
H -6.05316 1.69051 2.15060  0.358
H -6.48456 1.01083 0.56318  0.303
H -4.87700 1.66927 0.80845  0.288
H -6.07133 -0.50654 2.44159  0.316
H -4.40885 -0.17482 2.51966  0.324
C 0.48901 5.93520 3.25721  -1.203
C -1.01296 5.62415 3.26188  -0.094
O -1.76950 6.79877 3.03834  -0.259
C -3.14296 6.80968 3.22616  0.396
O -3.78139 5.93533 3.80982  -0.532
C -3.93389 7.95557 2.53790  0.846
F -4.24944 8.85318 3.42840  -0.236
F -3.19500 8.53793 1.57604  -0.241
F -4.98163 7.44927 1.96473  -0.233
H 0.75893 6.67762 4.00824  0.320
H 0.86121 6.30199 2.30063  0.278
H 1.15933 5.08938 3.40999  0.396
H -1.31243 5.17400 4.20834  0.287
H -1.23552 4.94818 2.43628  0.275
C 0.09678 -0.73448 2.73897  -1.100
C 1.27725 -1.02799 1.77495  -0.220
O 0.80482 -1.17154 0.42585  -0.198
C 0.75001 -0.07837 -0.41189  0.313
O 0.92759 1.14427 -0.08680  -0.554
C 0.42811 -0.34970 -1.82363  0.836
F 0.31155 -1.69964 -2.07286  -0.239
F -0.72569 0.25667 -2.21393  -0.228
F 1.43433 0.04606 -2.58053  -0.235
H 0.49958 -0.79864 3.74979  0.403
H -0.77291 -1.39155 2.74009  0.287
H -0.27704 0.28939 2.74244  0.302
H 1.72452 -1.96070 2.11861  0.315
H 2.06276 -0.27828 1.86993  0.314
C -1.25047 -1.72807 9.29996  -1.040
C -0.51974 -1.34349 10.58576  -0.255
O -0.43532 -2.40337 11.54524  -0.283
C -1.58797 -2.74622 12.29261  0.314
O -2.70563 -2.31103 12.08802  -0.500
C -1.36161 -3.75220 13.38994  0.888
F -1.92403 -4.84524 12.95014  -0.252
F -0.09112 -4.02146 13.57664  -0.237
F -1.97148 -3.45135 14.52517  -0.237
H -2.27917 -1.93677 9.59379  0.298
H -0.81568 -2.57904 8.77565  0.286
H -1.23077 -0.91111 8.57866  0.351
H -1.01138 -0.46983 11.01368  0.300
H 0.44166 -0.89982 10.32706  0.367
C 0.82374 -1.63347 -8.60864  -1.121
C 1.40852 -1.89361 -10.00488  -0.166
O 2.75370 -2.42358 -9.86185  -0.233
C 3.68863 -2.43503 -10.90636  0.313
O 3.62240 -1.72282 -11.93954  -0.539
C 4.81808 -3.41147 -10.63049  0.907
F 5.14403 -3.94666 -11.82949  -0.235
F 5.89763 -2.67828 -10.16347  -0.248
F 4.48249 -4.32897 -9.77677  -0.206
H 0.75727 -2.56167 -8.04107  0.263
H -0.08483 -1.04241 -8.49348  0.379
H 1.59606 -1.07210 -8.08280  0.318
H 1.40599 -0.92138 -10.49768  0.282
H 0.81095 -2.62626 -10.54729  0.289
C 0.50548 -6.85083 -0.30399  -1.119
C 1.48842 -7.49267 -1.26614  -0.259
O 1.42388 -6.89190 -2.53768  -0.196
C 2.40662 -7.26386 -3.47412  0.331
O 3.28061 -8.10575 -3.23240  -0.518
C 2.35404 -6.39060 -4.81685  0.847
F 2.72693 -7.19160 -5.84759  -0.247
F 1.14222 -5.88987 -4.99421  -0.211
F 3.30726 -5.43498 -4.82637  -0.235
H 0.62140 -5.77825 -0.45966  0.266
H 0.72666 -7.06059 0.74252  0.368
H -0.51058 -7.16641 -0.54091  0.298
H 1.55368 -8.58040 -1.29212  0.382
H 2.45528 -7.25164 -0.82433  0.293
C -0.56157 6.56521 -2.05009  -1.154
C -0.99413 7.26667 -3.36082  -0.223
O -1.67761 6.38244 -4.23573  -0.289
C -1.02829 5.40492 -4.93713  0.393
O 0.11805 5.03657 -4.68515  -0.524
C -1.79908 4.79811 -6.15608  0.808
F -3.09111 5.05641 -6.10717  -0.233
F -1.24466 5.38582 -7.20177  -0.240
F -1.62709 3.46140 -6.25838  -0.228
H -1.43721 6.23947 -1.48860  0.304
H -0.08728 7.22371 -1.32241  0.380
H -0.12079 5.59960 -2.29788  0.357
H -0.09317 7.63834 -3.84888  0.291
H -1.50667 8.18534 -3.07546  0.358
Cl 6.15408 2.18167 1.77990  -0.196
C 7.20728 0.76199 1.58883  -0.432
C 8.65499 1.21600 1.27248  -0.405
Cl 9.75347 -0.13067 1.06676  -0.194
H 6.80007 0.13332 0.79697  0.308
H 7.13823 0.16557 2.49857  0.309
H 9.04939 1.80954 2.09726  0.303
H 8.73829 1.74888 0.32528  0.307

2S+1: 1
Gap between HOMO and LUMO (eV): 11.002
Calculated total energy (a.u.): -5237.43122
F_max (eV/Å): 6.6
E_HOMO (eV): -11.09
Energy relative to the best compared isomer or geometry (same formula, charge and spin) (eV): 3.873
SMILES string: CCOC(=O)C(F)(F)F.CCOC(=O)C(F)(F)F.CCOC(=O)C(F)(F)F.CCOC(=O)C(F)(F)F.CCOC(=O)C(F)(F)F.CCOC(=O)C(F)(F)F.CCOC(=O)C(F)(F)F.ClCCCl

=====

Computed, not measured: a cluster of 2 separate species, C5H7N3 in total at a distorted geometry, with the ωB97M-V functional and the def2-TZVPD basis.

Each line ends with the natural charge from an NBO analysis.
Cartesian coordinates (Å):
C 1.07243 -0.14382 -0.02083  0.208
C 0.96042 1.15427 0.08684  -0.375
C -0.26130 1.77274 -0.05872  0.097
C -1.30102 -0.10196 0.02158  0.358
C -0.18785 -0.86769 -0.06806  -0.348
H 2.33804 -1.64691 0.77232  0.417
H 3.31882 -0.01396 -0.36133  0.389
H 1.70667 1.84261 0.14928  0.215
H -0.56734 2.87261 -0.00725  0.203
H -2.15451 -1.85967 -0.53233  0.380
H -3.23946 -0.35954 -0.11058  0.372
H -0.03801 -2.04124 0.04295  0.218
N 2.25214 -0.84139 -0.04359  -0.829
N -1.38971 1.14765 0.02340  -0.491
N -2.50933 -0.91369 0.10632  -0.813

2S+1: 1
Gap between HOMO and LUMO (eV): 8.807
Calculated total energy (a.u.): -358.85244
F_max (eV/Å): 7.6
E_HOMO (eV): -8.42
Energy relative to the best compared isomer or geometry (same formula, charge and spin) (eV): 4.515

=====

Computed, not measured: the molecule C2H9N3O2 at a distorted geometry, with the ωB97M-V functional and the def2-TZVPD basis.

Each line ends with the natural charge from an NBO analysis.
Cartesian coordinates (Å):
C -1.51294 0.57109 -0.52680  -0.438
N -0.16852 0.43689 0.00626  -0.350
C -0.03419 1.06207 1.30979  -0.416
N 0.48663 -0.98628 0.04879  0.098
O -0.49489 -2.00834 -0.03153  -0.585
N 1.20205 -1.00674 -1.12358  -0.190
O 2.52900 -0.79490 -0.71342  -0.602
H -2.26972 0.21885 0.18418  0.180
H -1.72611 1.61871 -0.74812  0.210
H -1.58970 -0.01390 -1.44361  0.211
H 0.98282 0.91420 1.66826  0.217
H -0.73284 0.63445 2.03904  0.169
H -0.23275 2.13304 1.23311  0.201
H -0.21596 -2.64229 0.64077  0.481
H 0.76921 -0.16310 -1.63887  0.345
H 3.00793 0.02626 -0.90426  0.469

2S+1: 1
Gap between HOMO and LUMO (eV): 9.780
Calculated total energy (a.u.): -396.13612
F_max (eV/Å): 3.1
E_HOMO (eV): -8.84
Energy relative to the best compared isomer or geometry (same formula, charge and spin) (eV): 6.630
SMILES string: CN(C)N(O)NO

=====

Computed, not measured: the molecule BrClH2O2Si at a distorted geometry, with the ωB97M-V functional and the def2-TZVPD basis.

Each line ends with the natural charge from an NBO analysis.
Cartesian coordinates (Å):
O -0.51534 1.47951 -0.45537  -1.128
Si 0.27820 0.20486 0.04470  2.035
O -0.26573 -0.97194 -0.85543  -1.105
Cl 2.29522 0.50976 0.13383  -0.339
Br -0.62182 -1.13748 2.35744  -0.536
H -1.43574 1.73924 -0.51029  0.548
H 0.26520 -1.82396 -0.71487  0.524

2S+1: 1
Gap between HOMO and LUMO (eV): 9.037
Calculated total energy (a.u.): -3475.52768
F_max (eV/Å): 3.6
E_HOMO (eV): -9.73
Energy relative to the best compared isomer or geometry (same formula, charge and spin) (eV): 1.544
SMILES string: O[Si](O)(Cl)Br

=====

Number 3 is which compound? C2N6O2